Entry 1:
Here is a structure of composition C44H63MnNP3Si from OMol25. Energies are from the ωB97M-V functional and the def2-TZVPD basis.

```
113
Properties=species:S:1:pos:R:3:mulliken_spin:R:1
Mn 0.0881 -0.3281 0.2992 1.044
C 5.1443 -0.7424 0.6512 -0.001
C 3.7049 -1.0200 0.2289 -0.023
C 3.1127 -2.0821 1.1554 -0.021
P 2.4459 0.3764 0.1781 -0.014
C 2.9822 1.6071 1.4868 0.017
C 4.2222 2.4405 1.1811 -0.001
C 1.7876 2.5289 1.7057 -0.022
C 2.8013 1.3423 -1.3354 0.005
C 4.0640 1.5765 -1.8659 0.000
C 4.2177 2.4529 -2.9273 0.000
C 3.1173 3.0976 -3.4672 0.000
C 1.8550 2.8399 -2.9627 0.008
C 1.6880 1.9656 -1.9031 -0.020
Si 0.0034 1.3359 -1.2814 -0.182
C -1.1957 2.6188 -0.5165 -0.022
C -1.0068 3.9898 -0.4996 -0.013
C -1.9273 4.8159 0.1229 0.001
C -3.0529 4.2745 0.7254 -0.004
C -3.2623 2.9061 0.7073 -0.001
C -2.3252 2.0763 0.1017 0.010
P -2.4638 0.2584 0.0037 0.106
C -3.1704 -0.2036 1.6777 -0.009
C -3.2670 -1.7185 1.8645 0.003
C -2.2952 0.4535 2.7340 0.013
C -4.0617 0.1530 -1.0002 0.002
C -4.2497 -1.2402 -1.5873 0.001
C -4.1816 1.2040 -2.0974 -0.002
C -0.7958 0.5807 -2.8595 0.004
C -1.3093 1.3817 -3.8703 0.002
C -1.9669 0.8295 -4.9571 -0.001
C -2.1521 -0.5414 -5.0186 0.000
C -1.6261 -1.3546 -4.0291 -0.005
C -0.9199 -0.8099 -2.9607 -0.002
P -0.0272 -1.8221 -1.7132 0.096
C 1.4291 -2.3564 -2.7787 0.001
C 2.2054 -3.4991 -2.1257 0.006
C 1.1298 -2.6927 -4.2368 -0.001
C -1.1033 -3.3196 -1.3219 -0.006
C -1.2813 -4.4742 -2.3020 -0.001
C -0.5993 -3.8558 0.0228 -0.018
H 5.6963 -1.6821 0.6315 0.000
H 5.1946 -0.3510 1.6645 0.000
H 5.6536 -0.0562 -0.0184 0.000
H 3.7070 -1.4004 -0.8010 0.002
H 3.1921 -1.7636 2.1939 0.003
H 3.6367 -3.0297 1.0524 0.001
H 2.0547 -2.2424 0.9111 0.017
H 3.1482 1.0097 2.3938 0.001
H 4.0754 3.0271 0.2770 0.000
H 5.1176 1.8404 1.0635 0.000
H 4.3940 3.1305 2.0062 0.000
H 1.6320 3.1528 0.8265 -0.004
H 1.9483 3.1753 2.5650 0.000
H 0.8886 1.9309 1.8706 0.012
H 4.9336 1.0831 -1.4637 0.000
H 5.2036 2.6401 -3.3240 0.000
H 3.2433 3.7818 -4.2917 0.000
H 0.9919 3.3147 -3.4021 0.000
H -0.1314 4.4044 -0.9760 -0.001
H -1.7702 5.8834 0.1387 0.000
H -3.7695 4.9198 1.2101 0.000
H -4.1478 2.4970 1.1762 0.000
H -4.1755 0.2265 1.7724 -0.004
H -2.3810 -2.2401 1.4996 -0.003
H -4.1203 -2.1146 1.3218 -0.001
H -3.4014 -1.9557 2.9199 0.000
H -0.9031 -0.9805 2.4781 -0.013
H -2.6985 0.2227 3.7332 0.000
H -2.3500 1.5314 2.5910 0.001
H -4.8557 0.3484 -0.2663 0.000
H -3.4890 -1.4294 -2.3421 0.001
H -5.2261 -1.3218 -2.0614 0.000
H -4.1881 -2.0036 -0.8152 0.001
H -3.4557 1.0419 -2.8857 0.000
H -4.0495 2.2128 -1.7159 0.000
H -5.1732 1.1458 -2.5424 0.000
H -1.2151 2.4539 -3.7886 0.000
H -2.3574 1.4663 -5.7360 0.000
H -2.7003 -0.9806 -5.8385 0.000
H -1.7723 -2.4200 -4.0999 0.000
H 2.0546 -1.4490 -2.7625 0.000
H 1.7075 -4.4505 -2.2937 0.000
H 2.3101 -3.3474 -1.0556 0.000
H 3.2005 -3.5700 -2.5618 0.000
H 0.4548 -3.5392 -4.3230 0.000
H 2.0618 -2.9600 -4.7337 0.000
H 0.7014 -1.8452 -4.7651 0.001
H -2.0856 -2.8561 -1.1542 -0.002
H -0.3372 -4.9556 -2.5384 0.000
H -1.7573 -4.1664 -3.2282 0.000
H -1.9255 -5.2238 -1.8415 0.000
H 0.2969 -4.4582 -0.1068 0.003
H -1.3559 -4.4714 0.5060 0.001
H -0.3499 -3.0217 0.6952 0.029
C 0.4531 -2.2152 3.8001 0.002
C 0.3551 -0.9052 4.5264 0.001
C 0.8378 -0.8190 5.8217 0.000
C 0.7139 0.3556 6.5387 -0.001
C 0.1631 1.4649 5.9309 0.001
C -0.3111 1.4226 4.6241 0.000
C -0.8943 2.7002 4.0867 0.001
C -0.2465 0.2092 3.9252 0.020
N -0.8876 0.0323 2.6494 -0.021
H 1.1319 -2.8839 4.3224 0.000
H 0.8351 -2.0703 2.7865 0.004
H -0.5188 -2.7107 3.7531 -0.001
H 1.2762 -1.6927 6.2814 0.000
H 1.0350 0.4143 7.5662 0.000
H 0.0740 2.3903 6.4843 0.000
H -0.4119 3.5432 4.5753 0.000
H -1.9578 2.7618 4.3210 0.000
H -0.7612 2.8072 3.0142 0.000
```

The spin multiplicity is 2. The calculation puts the total energy at -4233.540169 a.u. The calculation puts the LUMO energy (spin up / spin down) at -0.0795 / -0.0692 Eh. The expectation value of S² is 0.9781. For the HOMO-LUMO gap (spin up / spin down), the calculation gives 8.60 / 8.15 eV. Its charge is +1.


Entry 2:
Here is a cluster of 7 separate species, C44H65F23O18P in total in a non-equilibrium geometry from OMol25. Energies are from the ωB97M-V functional and the def2-TZVPD basis.

```
151
Properties=species:S:1:pos:R:3:lowdin_charge:R:1
C 5.3695 -3.9764 2.4128 -0.136
O 4.3683 -2.9694 2.7264 -0.243
C 4.1332 -2.1158 1.5634 -0.208
C 2.5886 -1.5974 1.4867 -0.153
C 2.5451 -0.0086 1.2970 -0.178
C 1.0973 0.5545 0.7995 -0.105
C 1.0683 0.7952 -0.8122 -0.287
C 2.2861 1.6980 -1.4229 -0.119
O 2.8394 1.2417 -2.4618 0.113
C 2.7690 3.0957 -0.8045 -0.196
F 2.5246 4.0914 -1.8219 0.056
F 1.9799 3.5279 0.3182 0.053
C 4.2959 3.1281 -0.3143 -0.186
F 5.1479 2.2345 -1.0296 0.087
F 4.2826 2.6696 1.0529 0.059
C 4.9337 4.6225 -0.2470 -0.207
F 5.2052 5.1639 -1.5301 0.085
F 4.0562 5.5400 0.3994 0.086
C 6.3058 4.6555 0.6136 -0.265
O 6.6440 5.7769 1.0884 0.087
O 7.1291 3.5296 0.8037 0.039
O 1.5081 -0.5343 -1.2651 -0.356
P 0.1259 -1.6264 -1.4242 0.412
O -1.0864 -0.3455 -1.4112 -0.333
C -0.3855 0.9129 -1.5343 -0.209
C -1.1994 2.2766 -1.4650 -0.206
F -0.2829 3.3964 -1.4618 0.052
F -1.8961 2.4043 -2.7250 0.048
C -2.1425 2.4878 -0.1946 -0.166
F -2.5842 3.8622 -0.2560 0.060
F -1.3877 2.4155 1.0279 0.075
C -3.3532 1.4470 -0.0275 -0.190
F -3.7511 0.8281 -1.2336 0.112
F -2.8435 0.3851 0.8020 0.081
C -4.5700 2.0859 0.7922 -0.179
F -5.3152 3.0607 0.0401 0.078
F -4.0848 2.8169 1.9329 0.086
C -5.6444 1.0505 1.3750 -0.172
F -5.1186 0.3868 2.5323 0.095
F -6.7241 1.8600 1.8921 0.060
C -6.3154 0.0588 0.3196 -0.179
F -6.6048 0.6953 -0.9358 0.090
F -5.5029 -1.0851 0.0197 0.096
C -7.7419 -0.5593 0.7968 -0.178
F -8.0207 -1.6064 -0.1518 0.073
F -8.8159 0.3672 0.6366 0.093
C -7.7102 -1.2666 2.2318 -0.314
F -6.6179 -2.1220 2.4490 0.126
F -7.7956 -0.3896 3.3306 0.104
F -8.8812 -2.0957 2.3017 0.075
H 4.9942 -4.6941 1.5890 0.095
H 6.3578 -3.5091 2.0267 0.082
H 5.6392 -4.6248 3.3106 0.088
H 4.4106 -2.7672 0.6455 0.121
H 4.8838 -1.2329 1.5307 0.118
H 2.1349 -2.1675 0.5934 0.083
H 2.0570 -1.9855 2.4212 0.119
H 3.4025 0.2945 0.6072 0.096
H 2.7813 0.4494 2.3327 0.119
H 0.2647 -0.1626 1.1342 0.113
H 0.9463 1.5321 1.3895 0.095
H 7.8788 3.8113 1.3872 0.121
H -0.9117 -2.6550 -1.5695 -0.061
H 0.0461 -1.9663 -0.0279 -0.030
H 1.0610 -2.7369 -1.5539 -0.047
H 0.0626 -1.5317 -2.8706 -0.014
H -0.0656 0.8844 -2.6525 0.169
O 8.9561 -2.8427 1.6955 0.083
C 9.0856 -1.7088 2.1050 -0.533
O 7.9985 -0.9600 2.3644 -0.004
C 8.0335 0.3147 3.0228 -0.208
C 8.3120 1.4299 2.0344 -0.063
C 10.4462 -1.0918 2.2390 0.014
H 8.7381 0.3061 3.8583 0.115
H 7.0419 0.4607 3.4581 0.128
H 9.2902 1.3111 1.5603 0.084
H 8.2848 2.3994 2.5332 0.073
H 7.5720 1.4215 1.2337 0.079
H 10.7610 -0.7118 1.2632 0.062
H 11.1456 -1.8616 2.5694 0.098
H 10.4997 -0.2933 2.9768 0.072
O 11.2171 -0.5495 -0.7268 0.078
C 10.6702 -1.3010 -1.5072 -0.488
O 11.4026 -1.9845 -2.4051 -0.049
C 10.8877 -3.0328 -3.2426 -0.215
C 10.2576 -2.4664 -4.4989 -0.061
C 9.1735 -1.4115 -1.5481 0.036
H 10.2076 -3.6814 -2.6855 0.121
H 11.7453 -3.6511 -3.5199 0.126
H 9.4048 -1.8243 -4.2658 0.072
H 9.9163 -3.2694 -5.1543 0.084
H 10.9780 -1.8485 -5.0408 0.081
H 8.7708 -0.5934 -2.1496 0.106
H 8.7914 -1.3309 -0.5296 0.077
H 8.8111 -2.3611 -1.9356 0.081
O -10.9893 -6.2226 -3.7672 0.088
C -10.8727 -5.0840 -3.3705 -0.528
O -11.9672 -4.3401 -3.1289 -0.002
C -11.9458 -3.0558 -2.4837 -0.225
C -11.6684 -1.9502 -3.4819 -0.063
C -9.5159 -4.4548 -3.2302 0.009
H -11.2470 -3.0504 -1.6434 0.111
H -12.9411 -2.9105 -2.0573 0.123
H -10.6869 -2.0673 -3.9483 0.067
H -11.7056 -0.9741 -2.9953 0.081
H -12.4049 -1.9726 -4.2888 0.083
H -9.1913 -4.0833 -4.2045 0.099
H -8.8150 -5.2161 -2.8839 0.093
H -9.4761 -3.6480 -2.5010 0.063
O -14.6776 -0.4690 -0.2723 0.081
C -13.9559 -0.4278 0.7012 -0.527
O -13.0880 -1.4255 0.9374 -0.006
C -12.0643 -1.3875 1.9476 -0.231
C -12.6097 -1.8224 3.2924 -0.057
C -14.0803 0.6832 1.7041 0.013
H -11.5866 -0.4061 1.9849 0.076
H -11.2943 -2.0938 1.6292 0.110
H -13.3990 -1.1516 3.6413 0.069
H -11.8162 -1.8413 4.0414 0.081
H -13.0528 -2.8190 3.2197 0.082
H -14.8947 0.4523 2.3944 0.097
H -14.3115 1.6070 1.1710 0.092
H -13.1683 0.8745 2.2670 0.054
O 15.8386 -2.6251 -2.3091 0.095
C 15.4779 -1.6597 -2.9450 -0.517
O 16.3188 -1.0821 -3.8264 -0.008
C 15.9339 -0.0610 -4.7586 -0.236
C 15.9928 1.3114 -4.1189 -0.069
C 14.1338 -1.0364 -2.7003 0.011
H 14.9575 -0.2793 -5.1984 0.112
H 16.6572 -0.1061 -5.5766 0.120
H 15.2962 1.3937 -3.2811 0.069
H 15.7501 2.0870 -4.8476 0.080
H 16.9913 1.5017 -3.7179 0.083
H 14.2006 -0.3668 -1.8400 0.106
H 13.4170 -1.8294 -2.4835 0.070
H 13.7373 -0.4924 -3.5558 0.074
O -10.6130 1.1259 2.9499 0.081
C -10.5030 2.2669 3.3444 -0.490
O -11.6035 3.0016 3.5861 0.001
C -11.5925 4.2867 4.2280 -0.228
C -11.3262 5.3932 3.2276 -0.065
C -9.1523 2.9074 3.4807 0.017
H -10.8929 4.2998 5.0673 0.115
H -12.5888 4.4227 4.6555 0.123
H -10.3444 5.2843 2.7606 0.070
H -11.3716 6.3699 3.7124 0.082
H -12.0632 5.3630 2.4215 0.085
H -8.8329 3.2795 2.5049 0.100
H -8.4436 2.1539 3.8276 0.082
H -9.1187 3.7161 4.2080 0.075
```

The calculation puts the total energy at -5707.919094 a.u. The calculation puts the LUMO energy at 0.0542 Eh. For the HOMO-LUMO gap, the calculation gives 6.37 eV. Its charge is -1.